Entry 1
Here is a structure of composition C20H13F3N7O6RuS2 from the OMol25 dataset. Energies are from the ωB97M-V functional and the def2-TZVPD basis.

Output
Spin multiplicity ... 2
Charge ... 0
Kohn-Sham gap (alpha / beta) ... 4.5 / 4.2 eV
Highest occupied orbital energy (alpha / beta) ... -5.94 / -5.87 eV
LUMO energy (alpha / beta) ... -1.43 / -1.70 eV

Last column: Löwdin spin population.
Atoms and positions in Å:
Ru -0.184 0.643 -0.099  1.08
N 1.553 -3.163 2.425  0.00
C 1.510 -2.063 1.652  0.00
S -1.634 -1.057 0.672  0.03
N 1.506 -2.132 0.372  0.00
N 1.291 -0.924 -0.327  -0.02
C 2.163 -0.710 -1.225  -0.03
C 1.968 0.472 -2.054  -0.02
C 3.001 0.989 -2.810  0.00
C 2.808 2.196 -3.457  -0.01
C 1.578 2.814 -3.350  -0.01
C 0.587 2.213 -2.599  -0.02
N 0.759 1.054 -1.951  0.00
H 1.832 -3.069 3.386  0.00
H 1.596 -4.054 1.965  0.00
H 3.021 -1.361 -1.354  0.00
H 3.949 0.469 -2.851  0.00
H 3.615 2.659 -4.012  0.00
H 1.384 3.769 -3.817  0.00
H -0.381 2.675 -2.497  0.00
F -5.056 2.896 2.620  0.00
C -3.812 3.327 2.351  0.00
F -3.004 2.860 3.306  0.00
F -3.832 4.668 2.455  0.00
C -3.375 2.911 0.969  0.00
C -3.771 3.707 -0.088  0.00
C -3.414 3.380 -1.387  0.01
C -2.608 2.279 -1.561  0.00
N -2.217 1.502 -0.553  0.01
C -2.621 1.770 0.685  0.01
S -2.090 0.560 1.889  0.05
H -4.364 4.591 0.109  0.00
H -3.741 3.967 -2.233  0.00
H -2.269 1.978 -2.546  0.00
O 2.848 -1.234 4.101  0.00
C 2.426 -0.500 3.264  0.00
O 1.512 -0.870 2.283  0.00
C 2.811 0.904 2.957  0.00
C 4.094 1.341 3.228  -0.01
C 4.498 2.491 2.573  0.00
C 3.745 3.153 1.634  0.00
C 2.444 2.682 1.398  -0.01
C 1.960 1.619 2.130  -0.02
N 1.693 3.181 0.351  -0.01
O 2.168 4.070 -0.411  0.00
O 0.485 2.672 0.105  -0.02
N 5.887 2.991 2.835  0.00
O 6.550 2.379 3.645  0.00
O 6.250 3.982 2.242  0.00
H 4.764 0.799 3.879  0.00
H 4.138 3.987 1.076  0.00
H 0.936 1.325 2.019  0.00


Entry 2
Here is a structure of composition C20H13F3N7O6RuS2 from the OMol25 dataset. Energies are from the ωB97M-V functional and the def2-TZVPD basis.

Output
Spin multiplicity ... 2
Charge ... 0
Kohn-Sham gap (alpha / beta) ... 6.4 / 6.3 eV
Highest occupied orbital energy (alpha / beta) ... -8.02 / -7.96 eV
LUMO energy (alpha / beta) ... -1.60 / -1.67 eV

Last column: Löwdin spin population.
Atoms and positions in Å:
Ru -0.368 -0.181 -0.064  0.90
N 2.536 -0.002 3.249  -0.01
C 1.853 -0.058 2.094  -0.01
S 0.095 -0.318 2.213  -0.02
N 2.426 0.091 0.943  -0.02
N 1.676 0.127 -0.127  -0.01
C 2.182 0.114 -1.360  0.07
C 1.269 0.072 -2.423  0.00
C 1.627 0.052 -3.796  0.01
C 0.654 0.001 -4.755  0.00
C -0.696 -0.030 -4.362  0.02
C -0.996 -0.026 -3.018  0.00
N -0.062 0.025 -2.075  0.01
H 2.077 -0.295 4.095  0.00
H 3.539 0.045 3.224  0.00
H 3.256 0.094 -1.507  0.00
H 2.674 0.067 -4.052  0.00
H 0.912 -0.017 -5.803  0.00
H -1.483 -0.061 -5.094  0.00
H -2.025 -0.060 -2.674  0.00
F -2.644 4.768 0.036  -0.01
C -3.767 4.063 -0.004  0.00
F -4.523 4.488 1.026  0.00
F -4.422 4.448 -1.119  0.00
C -3.617 2.564 0.034  0.00
C -4.785 1.825 0.086  0.00
C -4.721 0.434 0.128  0.00
C -3.478 -0.166 0.130  0.01
N -2.352 0.536 0.061  0.03
C -2.376 1.891 0.003  -0.01
S -0.843 2.623 -0.139  -0.09
H -5.738 2.332 0.092  0.00
H -5.616 -0.164 0.157  0.00
H -3.359 -1.242 0.170  0.00
O -1.411 -2.394 -0.170  0.05
C -0.295 -2.948 -0.268  0.01
O 0.762 -2.326 -0.496  0.05
C -0.159 -4.434 -0.068  0.00
C -0.906 -5.355 -0.785  0.00
C -0.661 -6.717 -0.603  0.00
C 0.276 -7.173 0.314  0.00
C 0.992 -6.233 1.041  0.00
C 0.799 -4.867 0.840  0.00
N 1.965 -6.661 2.017  0.00
O 2.525 -5.796 2.664  0.00
O 2.161 -7.853 2.133  0.00
N -1.387 -7.678 -1.395  0.00
O -2.162 -7.245 -2.225  0.00
O -1.174 -8.856 -1.192  0.00
H -1.656 -5.034 -1.493  0.00
H 0.442 -8.234 0.452  0.00
H 1.401 -4.161 1.393  0.00


Stability ranking, top entry: entry 2; the second entry is 77.7 kcal/mol less favorable.


Entry 1
Here is a structure of composition C2H3ClNOP from the OMol25 dataset. Energies are from the ωB97M-V functional and the def2-TZVPD basis.

Output
Charge ... 0
Kohn-Sham gap ... 9.1 eV
Highest occupied orbital energy ... -11.01 eV
LUMO energy ... -1.93 eV

Last column: Mulliken charge in e.
Atoms and positions in Å:
C -2.590 1.658 -0.444  0.27
C -0.169 -0.047 0.173  -0.80
N -2.959 2.549 -1.036  -0.24
O -1.935 0.680 2.039  -0.48
P -1.834 0.403 0.655  0.65
Cl -3.300 -1.622 -0.269  -0.35
H 0.245 -0.760 0.830  0.32
H 0.069 -0.436 -0.887  0.32
H 0.676 0.820 0.325  0.32


Entry 2
Here is a cluster of 2 separate species, C2H3ClNOP in total from the OMol25 dataset. Energies are from the ωB97M-V functional and the def2-TZVPD basis.

Output
Charge ... 0
Kohn-Sham gap (alpha / beta) ... 8.6 / 7.7 eV
Highest occupied orbital energy (alpha / beta) ... -9.84 / -9.90 eV
LUMO energy (alpha / beta) ... -1.27 / -2.24 eV

Last column: Mulliken charge in e.
Atoms and positions in Å:
C -1.467 -1.115 0.316  0.28
C 1.836 0.113 0.095  -0.93
N -1.697 -1.948 1.040  -0.26
O -1.377 0.520 -1.985  -0.51
P -0.951 0.302 -0.583  0.52
Cl -1.823 1.555 0.739  -0.18
H 1.555 0.827 0.959  0.31
H 1.888 -0.931 0.169  0.39
H 2.036 0.677 -0.749  0.38


Stability ranking, top entry: entry 1; the second entry is 29.8 kcal/mol less favorable.


Entry 1
Here is a cluster of 3 separate species, C16H23BrF5N2O11P2S in total from the OMol25 dataset. Energies are from the ωB97M-V functional and the def2-TZVPD basis.

Output
Charge ... +1
Kohn-Sham gap ... 8.9 eV
Highest occupied orbital energy ... -12.20 eV
LUMO energy ... -3.28 eV

Last column: Mulliken charge in e.
Atoms and positions in Å:
C -5.258 -0.024 1.805  -0.04
C -4.060 0.031 1.793  -1.21
C -2.624 0.355 1.821  -0.13
O -2.464 1.757 1.692  -0.41
C -2.879 2.248 0.453  0.02
S -2.453 3.999 0.487  1.07
O -1.041 4.178 0.604  -0.62
O -3.126 4.647 -0.590  -0.64
C -3.243 4.599 2.069  0.71
F -2.508 4.307 3.114  -0.18
F -4.436 4.004 2.155  -0.24
F -3.428 5.893 1.953  -0.18
C -2.319 1.500 -0.782  -0.51
P -1.334 2.422 -2.082  0.33
O -0.879 1.342 -2.988  -0.73
N -1.407 0.374 -0.415  -0.04
C -1.772 -0.425 0.800  1.32
C -0.430 -0.915 1.392  -1.15
C 0.279 0.085 2.321  -0.35
C 1.784 -0.221 2.394  -0.18
N 2.630 0.971 2.600  -0.62
P -2.774 -1.945 0.228  -0.25
O -1.550 -2.486 -0.711  -0.36
Br -2.746 -3.259 2.022  -0.17
H -6.313 0.017 1.937  0.50
H -2.284 0.097 2.817  0.43
H -3.969 2.216 0.391  0.50
H -3.154 1.100 -1.349  0.62
H -2.157 3.377 -2.688  0.17
H -0.232 2.990 -1.426  0.11
H -0.462 0.751 -0.294  0.46
H -1.360 -0.245 -1.235  0.43
H 0.232 -1.037 0.529  0.24
H -0.528 -1.899 1.833  0.55
H 0.099 1.106 1.971  0.35
H -0.176 0.004 3.306  0.17
H 2.101 -0.751 1.506  -0.18
H 1.925 -0.834 3.280  0.42
H 2.170 1.511 3.328  0.31
H 2.519 1.546 1.770  0.22
H -1.615 -3.449 -0.813  0.36
C 1.013 -3.187 -2.321  0.02
C 1.982 -3.689 -3.370  0.27
O 2.023 -5.079 -3.100  -0.32
C 0.830 -5.434 -2.552  0.51
O 0.427 -6.535 -2.436  -0.49
O 0.151 -4.317 -2.152  -0.31
F 3.216 -3.162 -3.210  -0.22
H 1.515 -2.969 -1.376  0.14
H 0.445 -2.316 -2.635  0.20
H 1.658 -3.532 -4.400  0.24
C 5.055 0.788 -0.440  -0.46
C 5.335 0.063 -1.738  0.23
O 4.748 -1.211 -1.503  -0.33
C 3.739 -1.037 -0.621  0.47
O 2.876 -1.826 -0.405  -0.52
O 3.823 0.176 -0.022  -0.17
F 6.655 -0.087 -1.962  -0.28
H 5.825 0.594 0.306  0.30
H 4.935 1.861 -0.561  0.29
H 4.873 0.511 -2.619  0.29


Entry 2
Here is a cluster of 3 separate species, C16H23BrF5N2O11P2S in total from the OMol25 dataset. Energies are from the ωB97M-V functional and the def2-TZVPD basis.

Output
Charge ... +1
Kohn-Sham gap ... 8.1 eV
Highest occupied orbital energy ... -12.06 eV
LUMO energy ... -3.99 eV

Last column: Mulliken charge in e.
Atoms and positions in Å:
C 2.444 1.661 4.814  -0.56
C 1.517 1.334 3.927  -0.32
C 0.364 0.568 3.058  -0.04
O 0.323 -0.850 3.367  -0.32
C 1.527 -1.543 2.923  -0.07
S 1.230 -3.359 3.255  0.92
O 0.089 -3.960 2.472  -0.57
O 2.517 -4.188 3.205  -0.56
C 0.692 -3.437 5.076  0.63
F -0.689 -3.077 5.249  -0.17
F 1.571 -2.519 5.792  -0.23
F 0.991 -4.738 5.639  -0.17
C 2.002 -1.198 1.418  -0.30
P 2.193 -2.734 0.272  0.38
O 2.563 -2.166 -1.149  -0.73
N 1.125 -0.240 0.668  -0.05
C 0.535 0.874 1.483  0.60
C -0.904 1.235 0.764  -1.01
C -2.120 0.277 1.262  -0.17
C -3.340 0.194 0.176  -0.03
N -3.961 -1.191 0.338  -0.61
P 1.624 2.476 1.362  -0.07
O 1.873 2.868 -0.302  -0.31
Br 0.518 4.263 2.234  -0.16
H 3.057 1.829 5.786  0.39
H -0.637 1.014 3.455  0.32
H 2.414 -1.241 3.624  0.42
H 3.073 -0.737 1.473  0.46
H 3.223 -3.632 0.699  0.20
H 0.901 -3.380 0.083  0.14
H 0.360 -0.797 0.223  0.55
H 1.705 0.152 -0.118  0.46
H -0.744 0.973 -0.366  0.31
H -1.154 2.355 0.802  0.31
H -1.687 -0.765 1.499  0.15
H -2.492 0.736 2.270  0.14
H -3.007 0.412 -0.900  -0.05
H -4.139 0.962 0.539  0.32
H -3.984 -1.311 1.379  0.31
H -3.187 -1.829 0.033  0.22
H 2.137 3.834 -0.332  0.34
C 2.069 3.331 -3.382  -0.28
C 2.533 3.575 -4.782  0.30
O 2.476 4.981 -4.903  -0.29
C 2.687 5.461 -3.646  0.55
O 2.976 6.598 -3.397  -0.50
O 2.537 4.485 -2.701  -0.24
F 1.676 3.032 -5.678  -0.27
H 0.979 3.279 -3.301  0.26
H 2.496 2.423 -2.954  0.19
H 3.551 3.229 -4.985  0.29
C -3.803 -2.665 -3.203  -0.46
C -3.307 -2.404 -4.588  0.28
O -3.337 -0.994 -4.682  -0.32
C -3.143 -0.544 -3.413  0.58
O -2.838 0.586 -3.137  -0.54
O -3.328 -1.532 -2.491  -0.16
F -4.154 -2.914 -5.510  -0.28
H -4.895 -2.699 -3.144  0.30
H -3.401 -3.589 -2.784  0.27
H -2.291 -2.764 -4.777  0.28


Stability ranking, top entry: entry 1; the second entry is 144.8 kcal/mol less favorable.